{"formula": "C45H70N2O29", "method": "ωB97M-V with the def2-TZVPD basis set", "symbols": ["H", "H", "H", "H", "O", "H", "H", "C", "H", "C", "C", "N", "O", "C", "H", "C", "C", "C", "H", "H", "O", "H", "C", "H", "C", "H", "H", "H", "H", "H", "O", "C", "H", "H", "H", "H", "C", "H", "H", "H", "H", "O", "H", "C", "C", "H", "C", "C", "H", "H", "C", "H", "H", "C", "C", "C", "H", "H", "O", "C", "C", "O", "H", "N", "H", "C", "H", "C", "O", "H", "O", "C", "O", "O", "C", "H", "H", "H", "H", "H", "C", "H", "H", "C", "C", "H", "C", "C", "H", "O", "H", "O", "C", "H", "C", "C", "O", "H", "O", "H", "H", "C", "H", "H", "C", "C", "C", "H", "H", "H", "H", "C", "H", "O", "H", "O", "H", "O", "H", "C", "C", "O", "O", "H", "H", "O", "O", "O", "C", "C", "O", "H", "H", "C", "O", "O", "O", "C", "H", "O", "H", "H", "O", "H", "C", "H"], "coordinates": [[1.792350, 16.169666, 5.442023], [4.152585, -9.269396, 3.774108], [4.742135, 6.397722, -0.580066], [-0.448325, 3.019103, -0.844315], [9.435385, -1.466175, -4.711914], [-3.986197, 0.061180, -0.594602], [-0.040619, 4.657521, 0.383346], [2.291843, 0.012049, -0.272221], [-10.047211, -0.628877, 1.442854], [5.456154, -1.818699, 0.359663], [2.855211, 15.929635, 5.493256], [4.013249, 1.786470, 0.116131], [-7.125367, -2.696694, 0.436940], [2.654411, -9.387887, 1.615366], [0.127757, 6.689301, 5.008972], [-1.571332, 0.336075, -1.215862], [-8.243994, -3.139676, 0.515976], [4.595890, -9.665946, 2.859887], [6.990852, 1.251243, -3.518048], [2.682252, 12.017452, 9.346787], [-0.468563, -9.040573, -3.150012], [2.935749, 8.061930, 0.171792], [-4.477807, -3.754474, -2.016378], [10.324525, -3.302199, -4.718119], [-0.126195, 0.796309, -0.838914], [1.360164, 6.488557, 3.755760], [4.209596, 3.956166, -0.876125], [0.082086, -9.903018, -0.267946], [-6.401848, -2.842301, -7.759583], [-3.463425, 2.683509, 0.669016], [4.321560, -1.447743, 3.371969], [6.316868, -1.646360, 1.675851], [-2.128573, -9.865318, -4.096004], [3.153431, 15.319223, 4.639858], [-2.407885, -8.398513, -3.145924], [-0.148902, -5.777011, -2.937290], [8.893177, -0.516260, -3.940981], [-7.073337, -4.886243, -1.052327], [2.459122, -11.385536, -2.303016], [2.480250, -11.321732, -4.096204], [10.697413, -2.318287, -3.295442], [-0.486318, 10.270211, 3.748945], [-5.461107, 0.481330, 1.167814], [-6.429998, -1.804402, -7.425200], [2.305341, 12.331239, 8.374734], [5.136971, -8.884731, 2.324332], [3.698025, 6.043541, -0.374062], [0.327839, -10.116083, -3.181046], [0.523255, -1.319593, -0.723017], [-4.749066, -4.275843, -2.935678], [-3.840008, 0.965205, -1.272986], [9.089746, -3.096290, -3.467467], [2.581562, 11.578252, 7.635675], [-1.091848, 11.359905, 4.445235], [0.850727, -0.248553, -0.615245], [0.720138, -9.259184, 0.336308], [-7.929511, -6.244360, -0.308926], [-4.147811, 1.147387, 2.201722], [3.163712, 15.267348, 6.718863], [-9.475866, -2.574085, -4.006847], [2.566131, -10.741210, -3.176746], [-7.177454, -3.083706, -5.226196], [0.931618, -4.742859, -1.991345], [3.101252, -1.107158, -0.088328], [5.920829, 0.937054, 0.492117], [0.943805, 7.185640, 4.481924], [8.598642, 2.029247, -3.345790], [0.996962, 5.003295, 0.179009], [-0.033923, -11.263214, -3.226021], [-4.766907, -4.337858, -1.141650], [-9.336422, -2.455182, 0.869905], [-4.534911, 2.433993, 0.441356], [1.760246, 13.594879, 6.110601], [-6.008165, 2.158087, 2.389545], [0.305691, 2.215223, -0.698263], [7.275184, -1.109178, 1.473588], [0.550070, 7.190591, 0.638698], [0.122235, -8.846718, 1.150196], [3.644520, -0.982157, 2.834943], [1.733127, 7.473249, 5.177631], [-5.044557, 1.442964, 1.577115], [1.220839, 12.428495, 8.437822], [-6.782710, -5.316244, 0.665834], [7.890957, 1.576706, -4.041577], [-1.864795, -9.342214, -3.175921], [-4.161171, 0.608082, -2.300192], [3.372632, 4.619402, -0.535709], [2.667350, 6.986939, 0.071891], [-5.011357, -2.805678, -1.988929], [-2.662176, -5.696667, -2.065829], [1.107986, -8.462287, -0.299811], [-3.078878, -3.470543, -1.991913], [-7.527015, -5.248910, -0.128964], [4.975726, -2.820196, 0.237463], [4.844751, 0.725881, 0.262902], [4.367532, -0.686057, 0.169275], [-7.672029, -1.514787, -6.784727], [6.606436, -2.692689, 2.004943], [8.494077, 0.483932, -4.734427], [3.552279, -10.280307, -3.148681], [-5.106278, 3.401171, 0.559665], [9.909176, -2.604120, -3.993125], [-1.940949, -0.490782, -0.534647], [-1.989394, 11.030024, 4.970493], [1.320313, 6.433967, 0.326568], [-0.081088, 9.270560, 4.540706], [2.048450, 4.035063, -0.255008], [-1.378697, 12.106671, 3.706555], [-0.383673, 11.814498, 5.139667], [7.609666, 2.322086, -4.783585], [3.421840, 16.859111, 5.469357], [1.706500, 2.538717, -0.381221], [-9.569003, -3.642778, -4.204704], [0.463172, 8.323342, 3.766336], [-5.593731, -1.592270, -6.757731], [-4.762908, 1.965579, -0.892751], [-8.760506, -2.392150, -3.203187], [-8.607437, -4.403747, 0.262870], [-2.148140, -9.931875, -2.302933], [-7.906642, -2.242840, -5.687183], [5.556828, -1.007171, 2.881162], [2.907288, 13.588584, 8.063455], [-9.093148, -1.873870, -5.190249], [-6.350195, -1.157199, -8.297074], [5.299015, -10.452735, 3.128584], [6.101456, -0.091481, 3.456045], [1.786270, -10.058166, 0.848247], [-0.187081, 9.229419, 5.739734], [-2.291954, -4.551587, -2.021343], [2.702056, 1.423262, -0.170353], [2.599482, -8.216611, 1.888520], [-8.700751, -0.557357, 0.297208], [-10.447879, -2.192850, -3.698274], [-9.094235, -1.079237, 1.170591], [-1.018946, -4.138353, -1.992454], [1.598093, -9.692099, -3.150833], [3.594970, -10.247987, 2.025794], [2.532006, 14.099039, 6.885680], [-1.522414, -0.134543, -2.249521], [-2.490274, 1.427154, -1.279619], [-5.579867, 2.267821, 3.253208], [-8.411391, -0.983822, 2.015673], [8.783621, -0.555085, -2.741724], [-0.169503, -5.838877, -1.144307], [-0.058138, -5.196063, -2.018524], [6.165397, -1.673737, -0.512923]], "forces_ev_per_angstrom": [[0.0, -0.2, -0.1], [0.0, 0.1, -0.1], [-1.2, -0.5, 0.2], [0.8, -0.8, 0.0], [-0.1, 0.2, 0.1], [0.6, 0.9, -0.4], [1.0, 0.4, -0.1], [-3.1, 0.6, -0.7], [0.0, -0.3, -0.1], [-0.1, 1.2, -0.7], [0.0, 0.2, -0.3], [0.2, -3.1, 0.0], [-0.1, -0.1, 0.0], [0.0, -0.1, 0.0], [0.1, 0.1, 0.1], [0.6, -0.4, -0.8], [-0.2, 0.0, 0.0], [0.3, 0.1, 0.2], [0.1, 0.0, 0.1], [0.1, 0.2, -0.1], [0.2, -0.1, 0.0], [-0.6, -1.0, 0.0], [-0.5, 0.0, -0.1], [-0.1, 0.2, -0.1], [2.2, -0.3, 0.8], [-0.1, 0.2, -0.2], [-1.1, 0.7, 0.4], [0.2, -0.2, 0.1], [0.0, 0.0, 0.2], [-0.8, -0.3, -0.7], [0.5, 0.1, -1.6], [-0.9, -1.7, 0.1], [0.1, -0.1, 0.1], [-0.2, 0.0, 0.1], [0.3, 0.1, 0.0], [-0.1, -0.1, 0.1], [0.0, 0.0, -0.2], [0.0, 0.0, 0.1], [-0.1, 0.0, -0.1], [-0.1, 0.0, 0.1], [-0.2, 0.0, 0.1], [0.1, -0.2, 0.0], [0.0, 1.1, 0.2], [0.3, 0.0, -0.2], [-0.1, -0.4, 0.2], [-0.2, 0.1, 0.1], [-2.2, -0.6, 0.5], [0.0, 0.1, 0.0], [0.5, 1.2, 0.2], [0.1, -0.1, 0.1], [-1.1, -1.0, -0.4], [0.1, 0.1, 0.1], [-0.2, 0.1, 0.0], [-0.1, 0.4, 0.2], [-0.1, 1.5, -0.1], [-0.3, 0.2, -0.2], [-0.2, 0.2, 0.1], [-1.0, 0.3, -0.5], [-0.1, -0.2, 0.1], [-0.2, -0.1, 0.3], [0.3, -0.3, 0.0], [-0.1, 0.1, 0.0], [-0.2, 0.2, 0.0], [2.0, 3.7, 0.4], [-1.2, -0.3, -0.2], [0.2, -0.4, 0.1], [-0.1, -0.1, 0.1], [2.4, 1.0, -0.5], [0.1, 0.2, 0.0], [0.1, 0.0, -0.1], [0.2, -0.2, -0.1], [-0.4, 0.3, 1.1], [0.1, 0.1, 0.1], [0.9, -0.8, 0.2], [2.0, -1.6, 0.4], [-1.1, -0.1, 0.5], [0.6, -1.2, -0.3], [0.1, 0.1, 0.0], [0.2, -0.5, 0.4], [-0.2, 0.0, 0.1], [0.9, 0.3, -0.3], [0.1, 0.0, -0.2], [0.0, 0.1, -0.1], [-0.2, 0.3, 0.1], [-0.5, 0.1, 0.0], [0.4, 0.6, 0.9], [-0.6, 0.8, 0.4], [-0.2, -3.1, -0.6], [0.3, 0.0, 0.0], [0.0, 0.1, 0.0], [0.0, 0.0, 0.1], [0.2, -0.1, 0.0], [0.2, -0.3, -0.1], [0.3, 0.9, 0.4], [-1.8, 0.1, -0.2], [0.6, -1.0, 0.1], [-0.1, -0.1, 0.2], [-0.3, 1.1, -0.3], [0.1, -0.2, 0.1], [-0.2, 0.2, 0.0], [0.4, -1.2, -0.2], [0.2, -0.3, 0.1], [0.5, 1.0, -0.4], [0.1, 0.0, 0.1], [1.4, -0.5, -0.5], [0.0, 0.1, -0.2], [0.3, 2.3, 0.4], [0.1, -0.2, -0.1], [-0.1, -0.1, 0.0], [0.1, -0.2, -0.1], [0.1, -0.1, 0.2], [-2.0, -0.9, -0.4], [0.2, 0.1, 0.0], [-0.1, 0.2, 0.0], [-0.1, -0.2, 0.0], [1.4, -0.1, 0.2], [0.0, -0.1, -0.1], [0.0, 0.3, 0.1], [0.1, -0.1, -0.1], [-0.1, 0.1, -0.1], [1.4, 1.5, 0.6], [0.0, 0.2, -0.2], [0.2, 0.0, -0.1], [-0.2, 0.1, 0.1], [-0.2, -0.1, -0.2], [-0.5, -0.9, -0.4], [0.2, 0.0, 0.1], [0.0, 0.0, -0.2], [0.1, 0.2, 0.0], [-0.7, 0.6, -0.2], [0.0, -0.2, 0.0], [0.1, -0.1, 0.1], [0.1, 0.1, -0.2], [0.0, 0.4, 0.1], [-0.2, 0.0, 0.0], [-0.2, 0.1, 0.0], [-0.2, 0.1, -0.1], [0.1, 0.0, 0.2], [0.1, 0.4, 1.0], [-0.4, -0.6, 0.7], [-0.5, 0.0, -0.4], [0.1, 0.0, -0.2], [0.0, 0.0, -0.1], [-0.1, 0.0, -0.1], [0.3, -0.2, 0.0], [-0.7, -0.4, 0.9]], "mulliken_charge": [0.29, 0.29, 0.32, 0.54, -0.32, 0.23, 0.31, 0.43, 0.24, -0.61, -0.61, -0.41, -0.54, 0.77, 0.31, -0.45, 0.86, -0.63, 0.25, 0.21, -0.19, 0.37, -0.71, 0.22, -0.06, 0.18, 0.28, 0.16, 0.29, 0.04, -0.52, -0.41, 0.32, 0.29, 0.16, 0.30, 0.82, 0.11, 0.31, 0.30, 0.28, -0.32, -0.06, -0.61, -0.60, 0.29, -0.47, 0.76, 0.49, 0.34, -0.23, 0.28, 0.29, -0.48, -0.75, -0.63, 0.29, 0.32, -0.33, -0.56, -0.67, -0.54, 0.27, -0.49, 0.45, -0.65, 0.29, -0.57, -0.56, 0.28, -0.35, -0.11, -0.55, -0.53, -0.82, 0.32, 0.36, 0.41, 0.36, 0.31, -0.07, 0.28, 0.30, -0.57, -0.65, 0.23, -0.24, -0.44, 0.26, -0.57, 0.30, -0.19, -0.48, 0.29, -0.44, 0.26, -0.33, 0.35, -0.32, 0.23, 0.37, -0.61, 0.37, 0.29, -0.61, 0.76, 0.66, 0.22, 0.18, 0.22, 0.22, 0.59, 0.30, -0.23, 0.28, -0.42, 0.21, -0.36, 0.31, 0.83, 0.46, -0.31, -0.33, 0.22, 0.22, -0.52, -0.33, -0.55, 0.65, 0.29, -0.54, 0.28, 0.25, -0.62, -0.26, -0.28, -0.32, 0.81, 0.30, -0.22, 0.33, 0.29, -0.54, 0.33, -0.73, 0.17], "total_energy_ha": -4048.08707, "multiplicity": 1, "homo_ev": -8.2, "smiles": "O=C(O)CCc1cnc2c(-c3ccccc3)cc(COCOCCO)cc2n1.COC(=O)OC.COC(=O)OC.COC(=O)OC.COC(=O)OC.COC(=O)OC.COC(=O)OC.COC(=O)OC.COC(=O)OC", "e_lumo_ha": -0.02735}